Below is 2 unconnected molecules or ions with the total composition C10H21BrCl2N, with properties calculated with ωB97M-V/def2-TZVPD.

Structure (XYZ):
```
35
Properties=species:S:1:pos:R:3:forces:R:3:mulliken_charge:R:1
C -3.1672 -2.7618 -0.5977 0.12 -0.05 -0.07 -0.936
C -3.5308 -1.6146 -1.5352 0.01 -0.19 0.14 -0.467
C -3.3631 -0.1958 -0.9902 0.63 -0.03 -2.87 -0.383
Br -4.2101 -0.2497 1.1393 -0.68 0.00 1.24 -0.622
N -2.1448 0.2496 -1.0534 0.41 -0.06 0.89 -0.393
C -1.9932 1.6415 -0.7213 0.10 0.40 -0.24 -0.678
C -0.5681 1.9231 -0.2463 -0.09 -0.34 -0.10 -1.184
C -0.1782 1.0518 0.9657 0.13 0.15 -0.05 1.293
C 0.5831 1.8800 2.0029 -0.07 0.00 0.05 -1.682
C 0.6451 -0.1911 0.5718 -0.15 -0.19 0.14 -1.154
H -3.9603 -2.9884 0.1130 0.04 0.07 0.02 0.304
H -2.9393 -3.6653 -1.1738 -0.07 0.00 0.01 0.375
H -2.2687 -2.4954 -0.0392 -0.03 0.01 0.06 0.123
H -4.5388 -1.7446 -1.9419 -0.03 -0.01 0.13 0.240
H -2.8318 -1.6463 -2.3748 -0.10 0.00 -0.08 0.313
H -4.1432 0.4701 -1.3886 -0.38 0.08 0.77 0.511
H -2.1882 2.2815 -1.6052 -0.07 0.00 0.08 0.357
H -2.7009 1.9621 0.0635 0.05 -0.14 -0.05 0.366
H 0.0916 1.6812 -1.0879 0.13 0.22 0.08 0.276
H -0.4562 2.9863 0.0002 -0.01 -0.04 -0.10 0.379
H -1.1082 0.7029 1.4219 -0.01 0.06 -0.02 0.066
H 1.5907 2.1176 1.6419 -0.05 0.04 0.04 0.265
H 0.6744 1.3372 2.9485 0.11 -0.01 -0.05 0.392
H 0.0632 2.8193 2.2122 0.02 -0.03 0.02 0.464
H 1.5881 -0.2423 1.1283 0.00 0.04 -0.08 0.383
H 0.8549 -0.2189 -0.4990 0.04 0.06 0.04 0.246
H 0.0903 -1.1041 0.7900 0.00 -0.02 -0.03 0.154
Cl 4.6699 1.1087 1.3475 0.01 -0.01 0.00 -0.157
C 5.5327 0.0306 0.2218 0.03 0.00 -0.01 -0.450
C 4.6284 -1.0169 -0.3774 -0.09 0.05 -0.05 -0.439
Cl 4.0751 -2.2006 0.8306 0.04 -0.04 0.03 -0.179
H 6.3528 -0.4276 0.7690 -0.01 0.00 0.01 0.326
H 5.9370 0.6550 -0.5734 -0.01 0.01 -0.01 0.274
H 5.1725 -1.5667 -1.1437 0.01 -0.01 0.01 0.338
H 3.7413 -0.5685 -0.8192 -0.01 0.01 0.04 0.278
```
Forces are in eV/Å.

The total energy comes out at -3942.80896 Eh. Its spin multiplicity is 1. As for the net charge: -1. As for the HOMO energy: -0.120 hartree.